DFT (wB97M-V/def2-TZVPD) results for 22 unconnected molecules or ions with the total composition C88H110N22 in a non-equilibrium geometry.

Last columns: bonded neighbours and bond lengths (Å).
CARTESIAN COORDINATES (ANGSTROEM)
1 N -3.148 -3.435 -1.450  C2 1.374, C5 1.407, H6 1.049
2 C -4.092 -4.413 -1.642  N1 1.374, C3 1.369, H7 1.097
3 C -5.123 -4.175 -0.774  C2 1.369, C4 1.410, H8 1.055
4 C -4.812 -2.986 -0.083  C3 1.410, C5 1.343, H9 1.046
5 C -3.615 -2.525 -0.483  N1 1.407, C4 1.343, H10 1.080
6 H -2.265 -3.394 -2.014  N1 1.049
7 H -4.028 -5.182 -2.423  C2 1.097
8 H -6.057 -4.664 -0.762  C3 1.055
9 H -5.452 -2.651 0.672  C4 1.046
10 H -3.019 -1.677 -0.177  C5 1.080
11 N -0.602 -5.399 -0.352  C12 1.325, C15 1.335, H16 1.012
12 C -0.762 -6.408 -1.196  N11 1.325, C13 1.388, H17 1.105
13 C 0.496 -6.790 -1.643  C12 1.388, C14 1.413, H18 1.116
14 C 1.415 -5.841 -1.144  C13 1.413, C15 1.391, H19 1.096
15 C 0.667 -4.984 -0.344  N11 1.335, C14 1.391, H20 1.095
16 H -1.297 -5.038 0.289  N11 1.012
17 H -1.746 -6.856 -1.423  C12 1.105
18 H 0.671 -7.599 -2.392  C13 1.116
19 H 2.508 -5.887 -1.217  C14 1.096
20 H 1.000 -4.251 0.398  C15 1.095
21 N 3.338 0.502 -4.506  C22 1.340, C25 1.407, H26 1.024
22 C 2.340 0.166 -5.334  N21 1.340, C23 1.364, H27 1.071
23 C 1.574 1.286 -5.478  C22 1.364, C24 1.468, H28 1.085
24 C 2.060 2.306 -4.541  C23 1.468, C25 1.346, H29 1.086
25 C 3.211 1.823 -4.036  N21 1.407, C24 1.346, H30 1.066
26 H 4.171 -0.086 -4.415  N21 1.024
27 H 2.343 -0.802 -5.792  C22 1.071
28 H 0.607 1.424 -5.950  C23 1.085
29 H 1.678 3.314 -4.406  C24 1.086
30 H 4.020 2.276 -3.513  C25 1.066
31 N 1.392 -6.774 2.200  C32 1.394, C35 1.391, H36 1.013
32 C 0.592 -7.543 3.044  N31 1.394, C33 1.394, H37 1.065
33 C 0.802 -7.034 4.325  C32 1.394, C34 1.398, H38 1.030
34 C 1.660 -5.936 4.207  C33 1.398, C35 1.397, H39 1.084
35 C 2.113 -5.806 2.892  N31 1.391, C34 1.397, H40 1.041
36 H 1.699 -7.085 1.287  N31 1.013
37 H 0.067 -8.426 2.764  C32 1.065
38 H 0.261 -7.227 5.181  C33 1.030
39 H 1.967 -5.304 5.033  C34 1.084
40 H 2.643 -5.056 2.402  C35 1.041
41 N 4.229 -2.615 1.569  C42 1.379, C45 1.381, H46 1.030
42 C 5.242 -3.375 2.115  N41 1.379, C43 1.370, H47 1.082
43 C 5.841 -4.101 1.119  C42 1.370, C44 1.433, H48 1.043
44 C 5.114 -3.824 -0.085  C43 1.433, C45 1.389, H49 1.100
45 C 4.077 -2.960 0.241  N41 1.381, C44 1.389, H50 1.082
46 H 3.610 -2.043 2.162  N41 1.030
47 H 5.374 -3.345 3.188  C42 1.082
48 H 6.560 -4.842 1.269  C43 1.043
49 H 5.319 -4.014 -1.149  C44 1.100
50 H 3.209 -2.557 -0.265  C45 1.082
51 N 3.610 -4.477 -7.494  C52 1.373, C55 1.373, H56 1.011
52 C 3.879 -5.004 -6.255  N51 1.373, C53 1.389, H57 1.099
53 C 2.885 -4.557 -5.393  C52 1.389, C54 1.409, H58 1.046
54 C 2.025 -3.717 -6.127  C53 1.409, C55 1.352, H59 1.100
55 C 2.506 -3.669 -7.389  N51 1.373, C54 1.352, H60 1.070
56 H 4.132 -4.669 -8.339  N51 1.011
57 H 4.785 -5.521 -5.911  C52 1.099
58 H 2.809 -4.695 -4.359  C53 1.046
59 H 1.075 -3.255 -5.822  C54 1.100
60 H 2.205 -3.160 -8.280  C55 1.070
61 N -4.362 -0.687 -3.999  C62 1.328, C65 1.385, H66 1.009
62 C -5.479 -1.025 -3.366  N61 1.328, C63 1.393, H67 1.066
63 C -6.538 -0.804 -4.244  C62 1.393, C64 1.401, H68 1.104
64 C -5.995 -0.226 -5.398  C63 1.401, C65 1.374, H69 1.069
65 C -4.632 -0.137 -5.241  N61 1.385, C64 1.374, H70 1.091
66 H -3.441 -0.963 -3.693  N61 1.009
67 H -5.444 -1.609 -2.474  C62 1.066
68 H -7.576 -0.920 -3.885  C63 1.104
69 H -6.415 0.308 -6.224  C64 1.069
70 H -3.848 0.349 -5.824  C65 1.091
71 N 2.418 -1.689 6.294  C72 1.375, C75 1.398, H76 1.018
72 C 2.794 -1.040 5.142  N71 1.375, C73 1.355, H77 1.098
73 C 1.943 -1.350 4.134  C72 1.355, C74 1.407, H78 1.059
74 C 0.970 -2.195 4.701  C73 1.407, C75 1.361, H79 1.077
75 C 1.308 -2.483 5.988  N71 1.398, C74 1.361, H80 1.097
76 H 3.017 -1.789 7.111  N71 1.018
77 H 3.676 -0.396 5.028  C72 1.098
78 H 1.846 -0.853 3.205  C73 1.059
79 H 0.058 -2.629 4.326  C74 1.077
80 H 0.783 -3.002 6.799  C75 1.097
81 N 4.482 2.507 -0.574  C82 1.365, C85 1.336, H86 0.991
82 C 4.022 3.759 -0.861  N81 1.365, C83 1.312, H87 1.037
83 C 5.010 4.510 -1.284  C82 1.312, C84 1.432, H88 1.082
84 C 6.160 3.658 -1.334  C83 1.432, C85 1.354, H89 1.078
85 C 5.778 2.438 -0.887  N81 1.336, C84 1.354, H90 1.088
86 H 3.939 1.826 -0.102  N81 0.991
87 H 3.020 3.991 -0.730  C82 1.037
88 H 5.044 5.559 -1.547  C83 1.082
89 H 7.182 3.966 -1.486  C84 1.078
90 H 6.466 1.688 -0.503  C85 1.088
91 N 0.451 6.212 -2.942  C92 1.364, C95 1.376, H96 1.048
92 C -0.507 5.245 -2.851  N91 1.364, C93 1.366, H97 1.097
93 C -0.410 4.633 -1.634  C92 1.366, C94 1.457, H98 1.076
94 C 0.689 5.290 -0.939  C93 1.457, C95 1.370, H99 1.067
95 C 1.166 6.270 -1.768  N91 1.376, C94 1.370, H100 1.035
96 H 0.400 7.058 -3.559  N91 1.048
97 H -1.209 5.095 -3.681  C92 1.097
98 H -1.068 3.864 -1.268  C93 1.076
99 H 1.131 5.204 0.029  C94 1.067
100 H 1.907 6.952 -1.527  C95 1.035
101 N -1.266 3.077 2.970  C102 1.361, C105 1.351, H106 1.011
102 C -0.657 2.195 2.131  N101 1.361, C103 1.347, H107 1.100
103 C -0.212 1.167 2.878  C102 1.347, C104 1.410, H108 1.095
104 C -0.456 1.510 4.224  C103 1.410, C105 1.404, H109 1.076
105 C -1.143 2.734 4.270  N101 1.351, C104 1.404, H110 1.088
106 H -1.791 3.880 2.651  N101 1.011
107 H -0.695 2.232 1.032  C102 1.100
108 H 0.085 0.160 2.568  C103 1.095
109 H 0.002 1.016 5.062  C104 1.076
110 H -1.495 3.297 5.133  C105 1.088
111 N -2.497 0.171 7.231  C112 1.378, C115 1.395, H116 0.988
112 C -1.150 0.098 7.512  N111 1.378, C113 1.351, H117 1.068
113 C -0.848 1.218 8.205  C112 1.351, C114 1.422, H118 1.058
114 C -2.015 2.002 8.420  C113 1.422, C115 1.372, H119 1.055
115 C -3.036 1.324 7.803  N111 1.395, C114 1.372, H120 1.069
116 H -2.970 -0.414 6.590  N111 0.988
117 H -0.533 -0.714 7.197  C112 1.068
118 H 0.085 1.549 8.579  C113 1.058
119 H -2.056 2.881 9.001  C114 1.055
120 H -4.071 1.532 7.634  C115 1.069
121 N -2.815 2.552 -3.543  C122 1.378, C125 1.361, H126 0.990
122 C -3.816 3.161 -4.268  N121 1.378, C123 1.393, H127 1.053
123 C -3.268 3.542 -5.490  C122 1.393, C124 1.426, H128 1.075
124 C -1.909 3.109 -5.455  C123 1.426, C125 1.402, H129 1.043
125 C -1.652 2.453 -4.242  N121 1.361, C124 1.402, H130 1.068
126 H -2.902 2.053 -2.692  N121 0.990
127 H -4.773 3.278 -3.844  C122 1.053
128 H -3.789 3.984 -6.321  C123 1.075
129 H -1.166 3.248 -6.173  C124 1.043
130 H -0.803 1.899 -3.906  C125 1.068
131 N -5.574 1.356 2.250  C132 1.412, C135 1.345, H136 0.990
132 C -5.459 -0.050 2.177  N131 1.412, C133 1.354, H137 1.101
133 C -6.714 -0.501 1.939  C132 1.354, C134 1.407, H138 1.098
134 C -7.583 0.606 1.921  C133 1.407, C135 1.372, H139 1.115
135 C -6.854 1.750 2.122  N131 1.345, C134 1.372, H140 1.095
136 H -4.814 1.980 2.140  N131 0.990
137 H -4.513 -0.569 2.393  C132 1.101
138 H -7.040 -1.549 1.915  C133 1.098
139 H -8.694 0.515 1.934  C134 1.115
140 H -7.228 2.774 2.230  C135 1.095
141 N -4.636 0.834 -1.136  C142 1.385, C145 1.367, H146 1.020
142 C -3.393 1.225 -0.666  N141 1.385, C143 1.351, H147 1.067
143 C -3.415 2.564 -0.485  C142 1.351, C144 1.437, H148 1.054
144 C -4.766 2.965 -0.766  C143 1.437, C145 1.363, H149 1.062
145 C -5.480 1.905 -1.239  N141 1.367, C144 1.363, H150 1.123
146 H -4.865 -0.137 -1.347  N141 1.020
147 H -2.579 0.538 -0.609  C142 1.067
148 H -2.668 3.286 -0.305  C143 1.054
149 H -5.081 3.977 -0.831  C144 1.062
150 H -6.486 1.768 -1.719  C145 1.123
151 N 1.513 6.513 4.912  C152 1.343, C155 1.330, H156 0.992
152 C 1.076 5.367 4.365  N151 1.343, C153 1.390, H157 1.060
153 C 1.469 5.393 3.033  C152 1.390, C154 1.405, H158 1.088
154 C 2.182 6.589 2.845  C153 1.405, C155 1.356, H159 1.046
155 C 2.225 7.225 4.042  N151 1.330, C154 1.356, H160 1.069
156 H 1.402 6.907 5.815  N151 0.992
157 H 0.457 4.681 4.887  C152 1.060
158 H 1.169 4.663 2.285  C153 1.088
159 H 2.648 6.975 1.992  C154 1.046
160 H 2.641 8.187 4.248  C155 1.069
161 N 6.440 -0.946 -5.311  C162 1.350, C165 1.379, H166 1.021
162 C 5.706 -2.074 -5.204  N161 1.350, C163 1.347, H167 1.125
163 C 5.332 -2.262 -3.924  C162 1.347, C164 1.432, H168 1.094
164 C 5.870 -1.158 -3.187  C163 1.432, C165 1.375, H169 1.066
165 C 6.490 -0.321 -4.084  N161 1.379, C164 1.375, H170 1.094
166 H 6.825 -0.625 -6.200  N161 1.021
167 H 5.392 -2.583 -6.157  C162 1.125
168 H 4.520 -2.936 -3.638  C163 1.094
169 H 5.695 -1.015 -2.145  C164 1.066
170 H 7.043 0.622 -4.020  C165 1.094
171 N -1.503 -4.399 3.134  C172 1.379, C175 1.359, H176 1.031
172 C -2.507 -4.392 4.079  N171 1.379, C173 1.358, H177 1.071
173 C -3.106 -3.174 4.055  C172 1.358, C174 1.431, H178 1.084
174 C -2.491 -2.470 2.971  C173 1.431, C175 1.373, H179 1.063
175 C -1.454 -3.216 2.466  N171 1.359, C174 1.373, H180 1.077
176 H -0.814 -5.165 3.104  N171 1.031
177 H -2.576 -5.274 4.682  C172 1.071
178 H -3.923 -2.816 4.670  C173 1.084
179 H -2.741 -1.478 2.683  C174 1.063
180 H -0.761 -3.100 1.651  C175 1.077
181 N -2.202 6.309 1.062  C182 1.386, C185 1.396, H186 0.965
182 C -1.985 6.769 2.351  N181 1.386, C183 1.402, H187 1.038
183 C -3.153 6.593 3.107  C182 1.402, C184 1.393, H188 1.054
184 C -4.067 5.940 2.283  C183 1.393, C185 1.375, H189 1.101
185 C -3.512 5.828 1.030  N181 1.396, C184 1.375, H190 1.059
186 H -1.602 6.375 0.309  N181 0.965
187 H -1.023 7.080 2.588  C182 1.038
188 H -3.243 6.888 4.115  C183 1.054
189 H -5.122 5.692 2.475  C184 1.101
190 H -3.997 5.506 0.145  C185 1.059
191 N 1.399 0.763 -1.715  C192 1.319, C195 1.314, H196 0.991
192 C 2.062 -0.083 -0.951  N191 1.319, C193 1.376, H197 1.091
193 C 1.209 -0.531 0.031  C192 1.376, C194 1.409, H198 1.077
194 C -0.059 -0.002 -0.284  C193 1.409, C195 1.405, H199 1.074
195 C 0.143 0.891 -1.349  N191 1.314, C194 1.405, H200 1.076
196 H 1.890 1.256 -2.420  N191 0.991
197 H 3.128 -0.275 -1.086  C192 1.091
198 H 1.462 -1.097 0.911  C193 1.077
199 H -1.013 -0.077 0.204  C194 1.074
200 H -0.465 1.685 -1.745  C195 1.076
201 N -1.911 -2.220 -4.963  C202 1.387, C205 1.362, H206 1.002
202 C -1.190 -1.269 -4.256  N201 1.387, C203 1.372, H207 1.106
203 C -0.384 -1.952 -3.380  C202 1.372, C204 1.395, H208 1.100
204 C -0.622 -3.316 -3.553  C203 1.395, C205 1.357, H209 1.062
205 C -1.551 -3.461 -4.532  N201 1.362, C204 1.357, H210 1.104
206 H -2.679 -2.013 -5.573  N201 1.002
207 H -1.258 -0.218 -4.595  C202 1.106
208 H 0.467 -1.541 -2.818  C203 1.100
209 H -0.101 -4.134 -3.122  C204 1.062
210 H -2.072 -4.353 -4.922  C205 1.104
211 N 3.126 1.782 3.099  C212 1.381, C215 1.384, H216 0.984
212 C 3.560 2.379 4.267  N211 1.381, C213 1.387, H217 1.075
213 C 4.915 2.100 4.364  C212 1.387, C214 1.415, H218 1.105
214 C 5.290 1.377 3.207  C213 1.415, C215 1.361, H219 1.106
215 C 4.186 1.187 2.436  N211 1.384, C214 1.361, H220 1.112
216 H 2.231 1.835 2.695  N211 0.984
217 H 2.783 2.721 4.926  C212 1.075
218 H 5.518 2.423 5.232  C213 1.105
219 H 6.345 1.129 2.989  C214 1.106
220 H 4.234 0.842 1.380  C215 1.112

2S+1: 1
Kohn-Sham gap: 8.6 eV
HOMO level: -8.0 eV
largest force on an atom: 0.0860 Eh/bohr
ΔE to the lowest compared entry with this formula, charge and spin: 163.85 kJ/mol